(1)
{"formula": "C38H58BBr4NO22S3", "method": "ωB97M-V/def2-TZVPD", "species": ["C", "C", "C", "C", "C", "C", "N", "O", "C", "C", "C", "H", "H", "H", "H", "H", "H", "H", "H", "H", "H", "H", "H", "H", "H", "H", "H", "H", "H", "O", "C", "O", "B", "O", "C", "O", "O", "C", "O", "C", "O", "O", "Br", "C", "C", "Br", "H", "H", "H", "H", "Br", "C", "C", "Br", "H", "H", "H", "H", "O", "S", "O", "O", "C", "C", "C", "H", "H", "H", "H", "H", "H", "H", "H", "O", "S", "O", "O", "C", "C", "C", "H", "H", "H", "H", "H", "H", "H", "H", "O", "S", "O", "O", "C", "C", "C", "H", "H", "H", "H", "H", "H", "H", "H", "C", "C", "C", "O", "C", "C", "C", "O", "H", "H", "H", "H", "C", "C", "C", "O", "C", "C", "C", "O", "H", "H", "H", "H"], "positions_angstrom": [[-1.414, 1.074, 2.801], [-1.262, 0.230, 4.116], [-0.492, -1.139, 3.886], [1.053, -1.122, 3.742], [1.664, 0.122, 4.362], [0.958, 0.649, 5.541], [-0.477, 0.995, 5.135], [-1.083, 1.964, 5.781], [1.678, 2.003, 5.743], [0.847, -0.248, 6.815], [-2.697, -0.145, 4.689], [-2.085, 1.924, 2.911], [-1.872, 0.421, 2.057], [-0.402, 1.356, 2.514], [-0.966, -1.739, 3.110], [-0.562, -1.743, 4.794], [1.178, -1.169, 2.659], [1.628, -1.977, 4.102], [1.578, 0.792, 3.505], [2.735, 0.045, 4.545], [1.769, 2.674, 4.887], [2.702, 1.997, 6.116], [1.087, 2.621, 6.420], [-0.062, -0.846, 6.798], [0.840, 0.334, 7.737], [1.763, -0.837, 6.846], [-3.299, 0.665, 5.098], [-2.610, -0.830, 5.534], [-3.252, -0.738, 3.963], [1.208, -1.578, -0.378], [0.457, -0.633, -0.555], [0.757, 0.614, -0.705], [-0.407, 1.398, -1.089], [-1.547, 0.475, -0.932], [-1.082, -0.719, -0.571], [-1.719, -1.757, -0.490], [-0.629, 2.522, -0.206], [-0.487, 3.594, -0.878], [-0.661, 4.746, -0.468], [-0.062, 3.252, -2.319], [-0.272, 2.002, -2.425], [0.217, 4.072, -3.144], [-1.024, 9.586, -1.104], [-0.805, 7.696, -1.519], [-0.474, 7.643, -2.958], [-1.984, 8.368, -4.078], [-1.701, 7.096, -1.373], [0.044, 7.320, -0.951], [-0.268, 6.616, -3.259], [0.420, 8.251, -3.088], [3.424, -3.854, -4.947], [2.170, -4.246, -3.449], [1.469, -2.964, -3.074], [0.322, -2.381, -4.555], [2.677, -4.667, -2.583], [1.450, -4.881, -3.962], [2.165, -2.159, -2.845], [0.772, -3.055, -2.243], [-3.183, 1.163, -7.197], [-3.068, 0.501, -5.921], [-3.932, 0.768, -4.804], [-2.900, -1.182, -6.039], [-3.587, -1.921, -7.050], [-5.116, -2.011, -6.788], [-1.447, 0.873, -5.182], [-3.112, -2.898, -7.100], [-3.394, -1.321, -7.941], [-5.231, -1.983, -5.705], [-5.462, -2.989, -7.132], [-5.839, -1.406, -7.334], [-1.197, 0.361, -4.256], [-1.313, 1.946, -5.056], [-0.842, 0.448, -5.984], [-6.295, -2.928, -1.220], [-6.136, -1.508, -0.997], [-7.233, -0.591, -1.025], [-5.422, -1.312, 0.462], [-5.169, 0.011, 0.954], [-5.833, 0.082, 2.355], [-4.839, -0.737, -2.168], [-5.664, 0.770, 0.350], [-4.092, 0.139, 1.052], [-6.913, 0.064, 2.509], [-5.641, 1.069, 2.781], [-5.537, -0.720, 3.032], [-4.775, 0.328, -1.946], [-5.249, -0.703, -3.176], [-3.919, -1.313, -2.089], [7.030, -2.930, -0.138], [6.560, -1.898, -1.049], [5.941, -2.242, -2.308], [5.430, -1.059, -0.156], [4.283, -1.752, 0.123], [4.065, -1.708, 1.598], [7.858, -0.560, -1.179], [4.223, -2.817, -0.105], [3.481, -1.211, -0.380], [3.007, -1.919, 1.758], [4.293, -0.737, 2.039], [4.708, -2.473, 2.033], [8.050, -0.331, -0.132], [7.399, 0.180, -1.831], [8.776, -0.959, -1.607], [1.904, -6.652, 1.652], [1.015, -6.985, 2.595], [-0.126, -6.090, 3.147], [-0.781, -6.386, 4.094], [-0.358, -5.022, 2.155], [0.403, -4.796, 1.073], [1.756, -5.360, 0.942], [2.621, -4.917, 0.223], [2.526, -7.476, 1.332], [1.040, -8.005, 2.955], [-1.275, -4.460, 2.269], [0.144, -4.004, 0.382], [2.579, 4.708, 0.807], [2.830, 5.541, -0.242], [3.244, 4.995, -1.601], [3.374, 5.763, -2.532], [3.359, 3.572, -1.658], [3.078, 2.821, -0.566], [2.881, 3.306, 0.836], [2.874, 2.608, 1.849], [1.980, 5.232, 1.541], [2.498, 6.569, -0.207], [3.396, 3.005, -2.577], [2.897, 1.754, -0.583]], "e_lumo_ev": -4.947, "e_above_lowest_kcal_mol": 0.0, "homo_lumo_gap_ha": 0.1577, "e_homo_ev": -9.238}

---

(2)
{"formula": "C38H58Cl2CsN6P", "method": "ωB97M-V/def2-TZVPD", "species": ["Cs", "C", "C", "N", "C", "C", "N", "C", "C", "C", "N", "C", "C", "N", "C", "H", "H", "H", "H", "H", "H", "H", "H", "H", "H", "H", "H", "H", "H", "H", "H", "H", "H", "H", "H", "H", "H", "H", "H", "C", "C", "C", "P", "C", "C", "C", "C", "C", "C", "C", "C", "C", "C", "N", "C", "C", "C", "C", "C", "C", "C", "C", "C", "H", "H", "H", "H", "H", "H", "H", "H", "H", "H", "H", "H", "H", "H", "H", "H", "H", "H", "H", "H", "H", "H", "H", "H", "H", "H", "H", "H", "H", "H", "H", "Cl", "C", "C", "C", "C", "C", "Cl", "C", "N", "H", "H", "H"], "positions_angstrom": [[-1.441, 0.433, 1.376], [2.534, 4.110, 1.522], [2.361, 2.806, 2.300], [2.471, 1.641, 1.416], [3.471, 0.642, 1.749], [3.483, -0.394, 0.639], [2.140, -0.975, 0.561], [1.926, -1.942, -0.504], [1.815, -1.295, -1.884], [0.832, -0.131, -1.962], [1.420, 1.165, -1.646], [0.525, 2.260, -2.005], [0.942, 3.550, -1.326], [0.612, 3.485, 0.083], [1.185, 4.517, 0.934], [3.291, 3.954, 0.741], [2.883, 4.921, 2.175], [1.368, 2.836, 2.768], [3.101, 2.715, 3.102], [1.612, 1.157, 1.244], [3.266, 0.107, 2.693], [4.444, 1.125, 1.859], [4.258, -1.156, 0.812], [3.705, 0.115, -0.303], [1.894, -1.390, 1.454], [0.989, -2.462, -0.283], [2.721, -2.706, -0.533], [1.492, -2.081, -2.576], [2.791, -0.943, -2.234], [-0.038, -0.357, -1.321], [0.454, -0.065, -2.987], [1.612, 1.235, -0.650], [-0.518, 2.056, -1.709], [0.529, 2.379, -3.093], [0.473, 4.406, -1.838], [2.026, 3.661, -1.436], [-0.390, 3.457, 0.240], [0.483, 4.626, 1.766], [1.265, 5.491, 0.420], [-0.793, -3.030, -2.926], [-1.008, -3.621, -1.532], [-1.684, -4.989, -1.584], [-1.755, -2.350, -0.377], [-3.166, -1.693, -1.430], [-4.191, -2.663, -2.037], [-3.875, -0.580, -0.632], [-2.548, -3.294, 0.973], [-3.876, -3.442, 1.338], [-4.272, -4.061, 2.524], [-5.731, -4.195, 2.894], [-3.266, -4.534, 3.366], [-1.924, -4.403, 3.063], [-1.508, -3.775, 1.854], [-0.243, -3.611, 1.437], [0.864, -3.801, 2.242], [1.160, -2.965, 3.342], [0.194, -1.905, 3.805], [2.374, -3.103, 4.012], [3.324, -4.046, 3.649], [4.615, -4.190, 4.415], [3.024, -4.870, 2.569], [1.828, -4.765, 1.870], [1.548, -5.674, 0.698], [-0.120, -3.671, -3.505], [-0.341, -2.035, -2.875], [-1.727, -2.943, -3.489], [-0.028, -3.768, -1.077], [-2.629, -4.953, -2.135], [-1.899, -5.359, -0.579], [-1.033, -5.720, -2.082], [-2.648, -1.197, -2.254], [-4.529, -3.416, -1.322], [-3.783, -3.198, -2.896], [-5.076, -2.114, -2.385], [-4.376, -0.982, 0.252], [-4.622, -0.066, -1.241], [-3.157, 0.164, -0.302], [-4.659, -3.062, 0.691], [-6.367, -3.740, 2.132], [-5.958, -3.701, 3.844], [-6.037, -5.242, 2.994], [-3.550, -5.020, 4.296], [-1.168, -4.782, 3.743], [-0.420, -2.280, 4.628], [-0.497, -1.598, 3.020], [0.732, -1.024, 4.162], [2.585, -2.430, 4.841], [4.919, -3.239, 4.859], [5.425, -4.531, 3.766], [4.523, -4.915, 5.229], [3.748, -5.622, 2.258], [2.043, -6.640, 0.832], [1.910, -5.242, -0.241], [0.475, -5.829, 0.582], [-2.777, 3.172, -0.378], [-3.449, 3.619, 1.220], [-4.666, 4.264, 1.233], [-5.278, 4.642, 2.433], [-4.595, 4.322, 3.627], [-3.381, 3.689, 3.618], [-2.637, 3.332, 5.185], [-2.593, 3.278, 2.401], [-1.436, 2.735, 2.374], [-5.154, 4.475, 0.288], [-6.227, 5.162, 2.442], [-5.037, 4.576, 4.585]], "charge": -2, "e_lumo_ev": 3.696, "e_above_lowest_kcal_mol": 16.9, "homo_lumo_gap_ha": 0.1321, "e_homo_ev": 0.100}

---

(3)
{"formula": "C38H58N10O4STb", "method": "ωB97M-V/def2-TZVPD", "species": ["Tb", "N", "C", "C", "N", "C", "C", "N", "C", "C", "N", "H", "H", "H", "H", "H", "H", "H", "H", "H", "H", "H", "H", "H", "H", "H", "H", "H", "H", "C", "C", "C", "C", "C", "C", "C", "C", "C", "C", "C", "C", "N", "C", "C", "C", "C", "C", "N", "C", "C", "C", "C", "H", "H", "H", "H", "H", "H", "H", "H", "H", "H", "H", "H", "H", "H", "H", "H", "H", "H", "H", "H", "H", "H", "H", "H", "H", "H", "H", "H", "H", "O", "C", "O", "C", "C", "C", "C", "C", "C", "N", "O", "O", "H", "H", "H", "H", "C", "C", "C", "N", "N", "C", "N", "S", "H", "H", "H", "H", "H", "H", "H"], "positions_angstrom": [[0.109, 0.172, 0.820], [0.185, -2.574, 0.779], [0.708, -3.256, 1.966], [-0.066, -2.751, 3.180], [0.091, -1.307, 3.403], [1.430, -1.069, 3.962], [1.806, 0.410, 4.030], [1.797, 0.970, 2.674], [-0.948, -0.864, 4.351], [-1.499, 0.522, 4.018], [-2.048, 0.480, 2.657], [-0.740, -2.955, 0.572], [0.754, -2.802, -0.035], [1.770, -3.026, 2.056], [0.598, -4.347, 1.914], [0.226, -3.323, 4.075], [-1.124, -2.941, 2.985], [2.159, -1.547, 3.308], [1.521, -1.507, 4.967], [2.793, 0.488, 4.506], [1.108, 0.957, 4.664], [2.723, 0.841, 2.269], [1.629, 1.977, 2.707], [-0.573, -0.890, 5.381], [-1.792, -1.557, 4.299], [-0.725, 1.288, 4.038], [-2.256, 0.792, 4.771], [-2.311, 1.431, 2.398], [-2.909, -0.065, 2.690], [-3.513, -1.015, 0.144], [-3.636, -2.465, -0.302], [-3.690, -3.384, 0.929], [-2.565, -2.949, -1.266], [-2.799, -4.233, -1.759], [-1.947, -4.850, -2.648], [-0.844, -4.152, -3.100], [-0.577, -2.870, -2.647], [0.606, -2.137, -3.236], [0.272, -1.692, -4.663], [1.892, -2.967, -3.241], [-1.426, -2.251, -1.702], [-1.040, -0.947, -1.252], [-1.288, 0.031, -2.092], [-0.693, 1.299, -2.056], [-0.997, 2.381, -2.905], [-0.045, 3.346, -2.672], [0.834, 2.840, -1.697], [0.445, 1.605, -1.296], [2.114, 3.533, -1.288], [1.861, 5.032, -1.082], [2.692, 2.975, 0.015], [3.151, 3.375, -2.416], [-4.330, -0.775, 0.823], [-3.583, -0.348, -0.709], [-2.556, -0.858, 0.656], [-4.594, -2.565, -0.827], [-2.693, -3.556, 1.335], [-4.120, -4.351, 0.685], [-4.309, -2.936, 1.703], [-3.686, -4.760, -1.443], [-2.150, -5.848, -3.003], [-0.196, -4.607, -3.832], [0.790, -1.245, -2.635], [0.083, -2.550, -5.302], [1.099, -1.124, -5.081], [-0.614, -1.065, -4.670], [1.780, -3.878, -3.820], [2.189, -3.240, -2.229], [2.700, -2.394, -3.693], [-1.959, -0.150, -2.935], [-1.823, 2.431, -3.586], [0.034, 4.295, -3.162], [1.146, 5.186, -0.280], [1.490, 5.500, -1.987], [2.792, 5.520, -0.806], [1.989, 3.172, 0.820], [3.625, 3.487, 0.242], [2.888, 1.907, -0.062], [2.717, 3.615, -3.383], [3.538, 2.361, -2.450], [3.984, 4.050, -2.237], [-0.020, 4.405, 1.544], [-0.694, 3.463, 1.156], [-0.405, 2.231, 1.361], [-1.985, 3.725, 0.404], [-2.428, 5.027, 0.199], [-3.615, 5.257, -0.470], [-4.343, 4.171, -0.942], [-3.900, 2.866, -0.767], [-2.722, 2.652, -0.086], [-5.598, 4.389, -1.619], [-6.211, 3.412, -1.991], [-5.965, 5.532, -1.764], [-1.833, 5.841, 0.586], [-3.993, 6.255, -0.639], [-4.488, 2.054, -1.167], [-2.353, 1.644, 0.073], [5.068, -2.245, 2.897], [5.093, -2.650, 1.427], [4.192, -1.806, 0.603], [3.081, -1.302, 0.993], [2.419, -0.583, 0.060], [3.063, -0.529, -1.089], [2.615, 0.134, -2.142], [4.575, -1.421, -1.073], [5.759, -2.864, 3.461], [4.072, -2.376, 3.308], [5.363, -1.205, 3.008], [4.780, -3.694, 1.325], [6.109, -2.581, 1.038], [1.767, 0.726, -2.001], [3.144, 0.152, -2.996]], "charge": 1, "e_lumo_ev": [-3.375, -2.379], "spin_multiplicity": 7, "homo_lumo_gap_ha": [0.2474, 0.2841], "e_homo_ev": [-10.107, -10.109]}